C37H45F9MnOP3 as an isolated structure. Source: the OMol25 dataset; level of theory: wB97M-V/def2-TZVPD.

E_HOMO (alpha / beta) in eV: -17.37 / -17.39
<S²>: 4.102
Multiplicity: 4
Charge: +3
Frontier orbital gap (alpha / beta) in hartree: 0.2342 / 0.2681

Last column: natural (NBO) charge in e.
Atoms and positions in Å:
C: 0.6256 1.4298 3.9676  -0.202
H: -1.3489 3.3345 -0.3741  0.274
C: 1.5978 -2.3702 1.2526  -0.074
H: 4.1990 -0.2844 -2.6183  0.265
Mn: 1.0317 0.2640 -0.3968  0.865
H: 0.7883 -3.0928 1.1853  0.214
F: -0.6061 -6.3064 1.5919  -0.313
C: -1.4631 -1.8701 -0.0576  -0.420
H: 2.1558 2.9916 3.9000  0.214
C: 0.0372 -0.7633 -2.8878  -0.295
H: -0.6647 2.6201 5.2152  0.254
H: 3.5587 1.4493 1.7448  0.267
H: 0.6237 -1.4030 -2.2427  0.221
H: 1.8540 2.3095 5.4990  0.252
F: -2.6006 -6.6071 0.8123  -0.294
C: 4.1531 0.8433 1.0648  -0.951
H: 3.6915 -2.3701 1.7698  0.215
C: -5.2590 0.5967 -0.2767  -0.146
H: 5.1644 1.2478 0.9844  0.280
H: -1.9846 -3.4506 2.8989  0.264
C: -4.1633 2.0460 1.3164  -0.118
F: 1.2341 0.3914 -6.6817  -0.309
C: -6.6755 2.0696 1.1685  0.967
C: 3.5938 2.5048 -1.2207  -0.736
H: -1.6657 -5.1067 -1.0342  0.264
H: -0.4666 2.7025 -2.9282  0.275
C: 1.9421 2.0660 4.4398  -0.590
C: -1.6433 -2.0371 1.3157  -0.133
F: -7.3365 1.0936 1.7925  -0.297
F: -6.5599 3.1035 2.0014  -0.302
C: 0.8341 0.8193 1.3561  -0.543
H: 1.3809 -1.6391 2.0239  0.225
F: -2.3267 -5.8062 2.8054  -0.298
H: 2.8982 -3.9293 1.9604  0.268
H: -1.4042 -2.8498 -1.9872  0.234
C: -1.9325 0.5963 -3.2671  -0.216
H: -2.8277 1.0893 -2.9052  0.255
C: -0.5383 2.4179 4.1516  -0.589
H: -2.2323 1.2176 -5.2985  0.264
P: -1.3404 -0.1649 -0.6297  1.183
P: 3.4353 0.8158 -0.5891  1.014
H: -4.0022 -0.6670 -1.4547  0.238
C: 2.9498 -3.0398 1.3338  -0.434
H: -1.4761 2.0054 3.7724  0.210
H: 2.5989 3.4652 0.4712  0.267
C: -0.3387 3.5833 -0.0562  -0.968
C: 0.7396 1.0992 2.5358  0.306
C: -1.6430 -4.2420 -0.3820  -0.162
H: 4.6890 -1.1740 -1.1535  0.263
C: -5.3157 1.5697 0.7208  -0.075
C: 4.5537 -0.1886 -1.5923  -0.950
C: 3.3012 -3.3791 -0.1322  -0.428
C: -1.8232 -3.3078 1.8381  -0.185
C: 0.5799 2.8661 -2.6944  -0.986
H: 1.1920 -0.5614 4.6740  0.218
C: -1.8006 -4.4045 0.9892  -0.076
H: -1.6607 -1.1791 1.9795  0.219
P: 0.8705 2.5927 -0.9378  1.232
C: 0.3500 0.1305 4.7436  -0.588
H: -4.2261 2.7870 2.1015  0.253
H: -0.2384 3.4389 1.0182  0.272
C: -0.0732 0.1314 -6.5575  0.968
H: 1.4851 -3.2728 -1.3312  0.215
H: 1.1899 2.2222 -3.3278  0.267
H: -0.5536 -0.3691 4.3852  0.211
H: 4.5860 2.8882 -0.9744  0.289
C: 2.2770 -2.6160 -0.9707  -0.081
H: 4.3206 -3.0850 -0.3704  0.228
H: -6.1735 0.2233 -0.7208  0.265
C: -2.9288 1.5618 0.9023  -0.213
H: 0.8289 3.9120 -2.8926  0.286
H: 5.5225 0.3178 -1.6039  0.286
H: 3.5173 2.4775 -2.3097  0.261
F: -0.3257 -1.0324 -7.1504  -0.290
C: 2.4870 3.3529 -0.6085  -0.741
H: -0.1383 4.6280 -0.3105  0.284
C: -1.5982 0.6710 -4.6119  -0.080
C: -2.8686 0.6105 -0.1074  -0.407
O: 1.6431 -1.6546 -0.0477  -0.632
H: -0.3360 3.3677 3.6505  0.213
H: 2.4543 4.3540 -1.0447  0.286
H: 2.7816 1.3778 4.3227  0.216
C: -1.1255 -0.1390 -2.4005  -0.389
C: -1.8521 -5.8051 1.5624  0.968
H: -2.0321 1.9011 1.4029  0.223
C: -1.4804 -2.9703 -0.9135  -0.199
H: 1.2608 -1.1585 -4.6187  0.253
F: -7.3949 2.4528 0.1129  -0.299
C: -4.0370 0.1032 -0.6914  -0.189
H: 0.2036 0.3772 5.7959  0.251
C: 0.3806 -0.6600 -4.2304  -0.108
H: 3.2232 -4.4459 -0.3319  0.260
C: -0.4431 0.0553 -5.0850  -0.109
F: -0.7559 1.0909 -7.1744  -0.294
H: 2.6916 -2.0603 -1.8064  0.200
H: 4.2043 -0.1717 1.4599  0.265

Forces on atoms 1 to 3 (eV/Å):
C 0.01 -0.07 -0.17
H -0.04 -0.01 0.00
C 0.06 0.03 -0.17

***

C37H45N5O4PRuS2 as an isolated structure in a non-equilibrium geometry. Source: the OMol25 dataset; level of theory: wB97M-V/def2-TZVPD.

E_HOMO (alpha / beta) in eV: -5.27 / -5.26
<S²>: 0.773
Energy above the lowest of the compared OMol25 structures with the same formula, charge and spin in kJ/mol: 518.39
Multiplicity: 2
Frontier orbital gap (alpha / beta) in hartree: 0.1989 / 0.1317

Last column: Löwdin charge in e.
Atoms and positions in Å:
H: -1.0789 -4.0737 1.5077  0.077
H: -3.7124 -4.5334 1.2522  0.112
Ru: -0.0506 -0.0226 -0.3315  0.607
S: 0.3286 2.5438 -0.6484  0.609
H: -0.5790 2.5863 4.3535  0.083
H: -4.8373 -0.6827 3.2015  0.110
H: 6.4397 -2.9211 -1.4578  0.104
C: 4.0893 -1.8286 -3.6286  -0.080
O: -3.8792 -2.3245 -0.3371  0.090
C: 5.5189 -2.4790 -1.8128  -0.074
H: -4.6695 1.3076 1.3493  0.116
H: 5.9164 2.5009 -0.2934  0.108
N: -4.7341 -2.4777 2.0708  0.018
C: 4.5911 -2.0021 -0.9091  -0.082
C: 1.2340 -3.1782 0.1915  -0.367
H: -1.8463 0.3031 2.7551  0.085
H: -4.3425 -2.4031 0.5874  0.044
C: 4.8826 2.6483 1.5847  -0.060
C: 3.1560 -1.3428 -2.7254  -0.099
C: 1.3702 -4.5737 0.6920  -0.089
P: 2.2595 -0.7256 -0.1090  1.017
H: -2.9661 0.8628 4.9328  0.078
C: -3.3115 -0.1648 0.6446  -0.304
C: 5.1197 2.1127 0.3223  -0.057
C: 5.2749 -2.3813 -3.1756  -0.088
H: -3.0989 -0.6110 1.6244  0.111
C: 0.0644 -0.1177 3.5452  -0.263
H: -0.0781 3.4989 -6.1788  0.101
H: 3.8880 -1.7636 -4.6884  0.102
H: -3.6372 -3.9934 4.6895  0.102
H: 2.2308 -0.8982 -3.0709  0.019
C: 0.0761 1.7204 -3.2904  -0.666
C: 2.7870 -2.5490 2.0624  -0.155
H: -2.2889 1.5639 1.1268  0.064
C: -3.0838 -1.2827 -0.3960  -0.520
H: 3.6309 2.5662 3.3223  0.119
H: 0.1832 5.3755 -4.5680  0.103
H: 0.6197 0.9818 5.3890  0.115
S: -0.0366 0.0530 -2.8372  0.771
C: -2.0417 0.2898 4.8814  -0.059
C: 0.2300 2.7787 -2.3705  -0.707
C: 1.0349 0.2472 4.6941  -0.092
H: -0.1717 -1.1895 3.5650  0.127
O: -0.1332 -2.6697 0.3060  -0.224
H: -0.1326 1.1790 -5.3388  0.095
N: -3.5796 -4.4256 2.2443  0.158
H: 3.2323 -4.1134 3.4730  0.066
H: 4.7863 -2.0667 0.1536  0.114
H: -6.6866 0.1413 1.5140  0.111
N: -2.3104 0.8650 0.3903  0.008
C: -4.2348 -3.3811 2.8283  -0.506
O: -2.1911 -1.1916 -1.2024  -0.021
H: -2.5037 1.3524 -0.4868  0.089
H: 5.4882 3.4627 1.9521  0.105
C: -5.4363 -1.2965 2.5116  -0.218
C: 4.3501 1.0722 -0.1454  -0.065
C: -1.2691 0.6538 3.6114  -0.380
C: 3.4110 -1.4141 -1.3641  -0.358
C: 0.1650 4.3529 -4.2133  -0.088
C: 0.2766 4.0881 -2.8657  -0.144
N: -4.2920 -3.4075 4.1986  0.171
C: 2.0490 -4.8517 1.8327  -0.149
C: 1.9533 0.6658 2.7063  -0.335
C: 3.0470 1.1133 1.8758  -0.144
C: -0.0150 2.0092 -4.6580  -0.140
H: -2.0831 2.6478 3.4472  0.081
O: 2.1480 0.8201 4.0412  0.014
H: -6.3504 -1.5796 3.0509  0.121
H: 1.3911 -3.1212 -0.9018  0.127
H: -1.4702 0.5091 5.7805  0.076
C: 3.3228 0.5244 0.6284  -0.266
C: -1.1032 2.1699 3.4942  -0.052
H: -0.5449 2.4215 2.5926  0.065
H: 2.1121 -5.8752 2.1799  0.092
C: 0.0182 3.3039 -5.1195  -0.096
C: 3.8516 2.1511 2.3502  -0.008
C: -4.7322 0.4265 0.7035  -0.132
H: 0.3899 4.8918 -2.1520  0.093
H: -3.4580 -5.2720 2.7729  0.107
H: 1.3659 -0.6365 5.2534  0.136
H: 0.8728 -5.3406 0.1167  0.094
H: 4.5481 0.6607 -1.1235  0.105
H: -4.5261 -2.5444 4.6589  0.087
H: -5.0293 0.7701 -0.2905  0.127
H: -2.2865 -0.7709 4.8921  0.068
C: -0.7584 -3.0254 1.5099  -0.119
C: 2.7160 -3.8503 2.5640  -0.159
H: -1.6378 -2.3936 1.6166  0.062
C: -5.8278 -0.4857 1.2668  -0.176
H: 6.0111 -2.7371 -3.8825  0.100
C: 2.1768 -2.2274 0.8810  -0.362
H: -6.1478 -1.1961 0.5066  0.112
H: 3.3787 -1.8106 2.5912  0.100
H: -0.0868 -2.8753 2.3590  0.077
N: 0.8358 0.1548 2.3395  0.148

Forces on atoms 1 to 3 (eV/Å):
H 0.07 0.23 0.00
H 0.08 0.01 -0.01
Ru 2.56 1.68 -1.19